No. 1
Density functional theory data (ωB97M-V/def2-TZVPD) for C18H18BF4ORe as an isolated structure in a non-equilibrium geometry.

Element x y z (Å)
C1 -2.3851 -0.9776 1.8934
C2 -1.1908 -0.7806 2.7636
C3 -0.6767 0.5585 2.4259
H1 -1.1349 -1.1800 3.7787
C4 -1.5375 1.1484 1.4931
C5 -2.5620 0.2342 1.1431
H2 -3.3734 0.4751 0.4541
H3 -3.2119 -1.6467 2.1079
H4 0.1682 1.0399 2.9176
H5 -1.4691 2.1743 1.1270
C6 1.1424 -1.5970 1.2248
C7 1.4419 -2.9286 1.6757
C8 0.8146 -3.8561 0.7833
H6 2.1154 -3.1538 2.4812
C9 0.0949 -3.1047 -0.2091
C10 0.3005 -1.7041 0.0655
H7 -0.1000 -0.8996 -0.5416
H8 1.5487 -0.7147 1.6873
H9 0.9311 -4.9261 0.7955
H10 -0.4146 -3.5146 -1.0715
Re1 -0.6417 -2.5788 1.6857
O1 0.0089 1.4929 -1.1450
C11 1.0746 1.8671 -0.2046
C12 0.3058 2.8334 -1.1519
H11 0.7927 1.7182 0.8199
H12 2.1174 1.7191 -0.4838
H13 -0.4888 3.4951 -0.7329
H14 -0.7800 4.3552 -3.0867
C13 0.1794 3.9485 -3.4036
C14 0.8947 3.1673 -2.4722
C15 1.9283 2.3223 -2.9927
H15 2.3267 1.4967 -2.3961
C16 2.4122 2.5375 -4.2889
H16 3.2115 1.8930 -4.6756
C17 1.8615 3.5455 -5.1023
H17 2.2076 3.6924 -6.1108
C18 0.6889 4.1797 -4.6889
H18 0.1239 4.8396 -5.3567
F1 -2.1496 -3.7415 2.3852
B1 -1.7308 -4.2832 3.8983
F2 -0.3397 -4.4128 3.7604
F3 -2.1319 -3.2523 4.7119
F4 -2.3733 -5.4810 4.0356

Forces on the atoms, in the same order (eV/Å):
C 1.0425 0.4023 0.7504
C -1.2512 0.4167 -0.7478
C -1.2656 0.1536 -0.1770
H -0.0839 0.0066 0.0762
C 0.2863 -0.1756 0.5189
C 0.8303 0.1681 0.2543
H 0.2516 -0.3226 0.2415
H 0.1741 -0.0603 -0.0016
H -0.2023 -0.1956 -0.1767
H 0.0815 -0.5067 0.0093
C 1.2678 0.1597 -0.7128
C 0.9304 -0.0285 -1.3893
C 1.3493 -0.0824 -1.4629
H -0.2646 -0.2166 0.4373
C 1.9011 -0.4565 -0.6910
C 0.8731 0.3994 -1.2844
H 0.0155 0.1001 0.2224
H -0.1643 0.1398 -0.1379
H -0.2826 -0.1360 0.2471
H -0.2871 0.0131 0.2732
Re -5.4476 0.2253 3.8784
O 0.3828 -2.3560 1.2553
C -1.3290 1.7052 -2.1154
C 0.4718 0.3769 1.2299
H 0.0249 0.3474 0.1891
H -0.3903 -0.4505 -0.0136
H 0.7434 -0.3887 -0.3465
H 0.2686 0.2572 -0.1317
C 0.8237 0.0139 0.7652
C 0.2516 -0.7162 -1.8367
C -0.2399 1.1738 -0.1933
H -0.0240 0.4384 -0.3016
C -0.0417 0.0881 0.3048
H -0.3230 0.3751 0.1702
C -0.8297 -0.6683 0.5059
H 0.2517 0.0850 -0.0923
C -0.1346 -0.0034 0.2739
H 0.3781 -0.2928 0.1847
F 0.2420 -0.1295 0.2684
B -0.6595 -1.3574 1.1465
F -0.6013 0.6967 -0.3246
F 0.4410 -0.5186 -0.7732
F 0.5386 1.3199 -0.2924

Summary:
HOMO (alpha / beta) (eV): -11.38 / -11.38
⟨S²⟩: 3.808
Total charge: +1
Calculated total energy (eV): -34675.043
Multiplicity: 4

Atomic partial charges in e from the Mulliken method, atoms 1 to 4:
1. C -0.75
2. C -0.10
3. C -0.95
4. H 0.72

No. 2
Density functional theory data (ωB97M-V/def2-TZVPD) for an isolated molecule of C18H18BrN3O3S in a non-equilibrium geometry.

Element x y z (Å)
C1 -0.0965 -4.9618 1.2197
C2 0.0029 -4.1663 -0.0302
C3 -0.0752 -2.8338 -0.0776
C4 0.0432 -2.0811 -1.2928
N1 -0.0920 -0.8148 -1.2604
N2 0.0429 -0.0955 -2.3865
C5 0.0808 1.2605 -2.4205
O1 0.1687 1.8512 -3.4755
C6 -0.0179 2.0037 -1.0856
N3 0.5861 1.3571 0.0452
C7 1.9631 1.2029 0.1131
C8 2.5675 0.7759 1.2980
C9 3.9340 0.5968 1.3706
C10 4.7187 0.8498 0.2590
Br1 6.6020 0.5978 0.3547
C11 4.1471 1.2868 -0.9208
C12 2.7781 1.4636 -0.9927
S1 -0.3552 1.0970 1.4456
O2 -0.0668 2.1486 2.3765
O3 -0.1636 -0.2489 1.8964
C13 -2.0589 1.2661 0.9049
C14 -2.7426 2.4309 1.2043
C15 -4.0847 2.5280 0.8744
C16 -4.7234 1.4614 0.2608
C17 -4.0300 0.2933 -0.0191
C18 -2.6886 0.1885 0.3097
H1 -0.2357 -4.3144 2.0809
H2 -0.9310 -5.6606 1.1564
H3 0.8089 -5.5525 1.3596
H4 0.1459 -4.7336 -0.9429
H5 -0.2062 -2.2431 0.8189
H6 0.2571 -2.6182 -2.2262
H7 0.1919 -0.5720 -3.2827
H8 -1.0818 2.1231 -0.8671
H9 0.4052 3.0043 -1.2506
H10 1.9651 0.5855 2.1680
H11 4.3869 0.2653 2.2923
H12 4.7626 1.4910 -1.7836
H13 2.3591 1.8071 -1.9240
H14 -2.2142 3.2323 1.6963
H15 -4.6310 3.4308 1.1001
H16 -5.7698 1.5380 0.0062
H17 -4.5358 -0.5374 -0.4870
H18 -2.1166 -0.7033 0.1143

Forces on the atoms, in the same order (eV/Å):
C 0.0067 -0.0307 0.0073
C -0.0546 0.3695 -0.0523
C -0.0199 -0.6234 0.3985
C 0.0847 0.3895 -0.8388
N -0.2098 -0.3998 0.6238
N 0.1802 -0.7169 -1.0730
C -0.1198 0.1576 0.2554
O 0.0297 0.1221 0.0187
C -0.1321 0.2680 -0.2300
N -1.0952 0.3248 0.7745
C 0.6817 -0.1587 0.2645
C 0.1240 -0.0096 -0.0290
C 0.0423 0.0309 -0.1048
C 0.2012 -0.0075 -0.0831
Br -0.1301 0.0182 -0.0004
C 0.1892 -0.0807 0.1944
C -0.3745 0.0200 0.0379
S 0.0357 0.2699 -0.3080
O -0.1479 0.2042 -0.0815
O -0.0624 -0.2013 -0.1708
C 0.5038 -0.0804 0.1909
C 0.1274 0.1375 0.0475
C 0.0385 -0.0174 0.0064
C 0.0093 0.0232 -0.0007
C 0.0655 -0.0179 0.0086
C 0.0083 -0.1496 -0.0337
H -0.0148 -0.0071 0.1118
H -0.0387 -0.0674 0.0696
H 0.0333 -0.0681 0.0817
H 0.0374 0.0444 -0.1765
H -0.0230 -0.0189 0.1260
H 0.0101 0.0731 -0.0014
H -0.0356 0.2531 0.2763
H 0.1756 0.1293 -0.2870
H -0.0725 -0.1972 -0.0589
H 0.1247 -0.0595 0.1420
H 0.0214 -0.0175 0.0618
H 0.0281 0.0116 -0.0454
H -0.0275 0.0802 -0.1063
H -0.0046 0.1366 0.0557
H -0.0319 0.0768 0.0306
H -0.0884 0.0065 -0.0248
H -0.0276 -0.0797 -0.0338
H -0.0476 -0.1378 -0.0436

Summary:
Relative energy (zero: lowest compared OMol25 entry of this formula, charge and spin) (kJ/mol): 26.41
SMILES: C/C=C/C=N/NC(=O)CN(c1ccc(Br)cc1)S(=O)(=O)c1ccccc1
HOMO (eV): -8.16
Calculated total energy (eV): -110446.818

Atomic partial charges in e from the Mulliken method, atoms 1 to 4:
1. C -1.20
2. C -0.20
3. C 0.11
4. C -0.31